(1)
{"formula": "C45H56GeN2OPTi", "method": "wB97M-V/def2-TZVPD", "symbols": ["Ti", "C", "C", "C", "P", "C", "C", "C", "C", "C", "C", "C", "C", "C", "C", "N", "C", "C", "C", "C", "C", "C", "C", "C", "C", "H", "H", "H", "H", "H", "H", "H", "H", "H", "H", "H", "H", "H", "H", "H", "H", "H", "H", "H", "H", "H", "H", "H", "H", "H", "H", "H", "H", "H", "H", "H", "C", "Ge", "C", "C", "C", "C", "C", "C", "C", "C", "C", "C", "C", "C", "C", "C", "C", "C", "H", "H", "H", "H", "H", "H", "H", "H", "H", "H", "H", "H", "H", "H", "H", "O", "H", "H", "C", "C", "C", "C", "C", "C", "N", "H", "H", "H", "H", "H", "H", "H", "H"], "xyz": [[-0.32564, -0.39902, -0.07531], [4.73170, 1.08904, 0.86671], [3.21162, 1.02259, 0.98906], [2.79992, 0.46538, 2.35333], [2.31127, 0.08052, -0.31769], [3.01839, 0.55017, -1.95929], [2.94162, 2.03891, -2.28058], [2.31355, -0.27378, -3.03800], [2.87728, -1.62758, -0.14280], [4.21818, -2.00230, -0.21951], [4.62982, -3.30927, -0.01807], [6.07977, -3.70349, -0.09768], [3.64012, -4.25090, 0.25607], [2.30096, -3.91417, 0.29782], [1.88264, -2.59066, 0.08255], [0.52553, -2.21880, 0.05779], [-0.35473, -3.29030, 0.42705], [-0.68756, -3.41471, 1.77866], [-0.11038, -2.46252, 2.79345], [-1.53573, -4.43693, 2.18093], [-2.06232, -5.34040, 1.26756], [-3.01927, -6.41934, 1.69800], [-1.68564, -5.21866, -0.06211], [-0.82457, -4.21995, -0.50100], [-0.39030, -4.20186, -1.94184], [5.10908, 1.85249, 1.55056], [5.06216, 1.35805, -0.13780], [5.19820, 0.14473, 1.14640], [2.80902, 2.02652, 0.88184], [3.14879, -0.56245, 2.47819], [1.71501, 0.47168, 2.48974], [3.23242, 1.06885, 3.15362], [4.06912, 0.24587, -1.92448], [1.91129, 2.33046, -2.49482], [3.53911, 2.24648, -3.17077], [3.30292, 2.66536, -1.46726], [1.26905, 0.03687, -3.12946], [2.34403, -1.34422, -2.82439], [2.78790, -0.10858, -4.00715], [4.96878, -1.25463, -0.44549], [6.71408, -2.83544, -0.27655], [6.25232, -4.41530, -0.90718], [6.41259, -4.17643, 0.82788], [3.92393, -5.28393, 0.42642], [1.56647, -4.68245, 0.49461], [0.97812, -2.54302, 2.84700], [-0.52177, -2.65737, 3.78356], [-0.33929, -1.41175, 2.56556], [-1.80542, -4.51921, 3.22896], [-3.21928, -6.36499, 2.76772], [-2.62219, -7.41233, 1.47890], [-3.97117, -6.32396, 1.17248], [-2.07336, -5.92626, -0.78922], [0.07098, -5.15459, -2.21007], [0.33694, -3.41524, -2.13390], [-1.24802, -4.04753, -2.59809], [-3.61142, 1.50219, -1.08592], [-1.77069, 1.90595, -0.45151], [-2.07576, 2.33169, 1.47361], [-3.18382, 3.03898, 1.94604], [-3.37325, 3.25881, 3.30355], [-2.45639, 2.77125, 4.22874], [-1.34951, 2.06374, 3.78699], [-1.17421, 1.85632, 2.42353], [-1.47322, 3.60173, -1.49869], [-1.62990, 3.40234, -2.85242], [-1.34354, 4.39315, -3.81498], [-0.88426, 5.61464, -3.42147], [-0.73384, 5.90161, -2.04408], [-0.29118, 7.18108, -1.61518], [-0.18502, 7.48262, -0.29055], [-0.53339, 6.51368, 0.67720], [-0.95335, 5.27252, 0.29373], [-1.04822, 4.90602, -1.07889], [-4.19469, 2.42025, -1.18186], [-4.10472, 0.83178, -0.38082], [-3.60658, 0.99752, -2.05279], [-3.91308, 3.42270, 1.24071], [-4.24052, 3.81050, 3.64551], [-2.60667, 2.94264, 5.28698], [-0.62733, 1.67906, 4.49753], [-0.27474, 1.32991, 2.09354], [-1.97720, 2.43789, -3.21087], [-1.48192, 4.17328, -4.86661], [-0.64599, 6.38357, -4.14694], [-0.04843, 7.92097, -2.36925], [0.14932, 8.46346, 0.02249], [-0.48239, 6.76296, 1.73000], [-1.23755, 4.54686, 1.04212], [1.20378, 3.11334, -0.00389], [0.86365, 3.56595, -0.78528], [1.21319, 3.78867, 0.68477], [-1.47300, -1.06312, -2.63077], [-2.40474, -1.53182, -1.55819], [-3.53354, -2.31571, -1.63950], [-4.06791, -2.38205, -0.33214], [-3.23306, -1.64993, 0.48926], [-3.41523, -1.30971, 1.93455], [-2.20606, -1.13698, -0.25491], [-0.42750, -1.37978, -2.45194], [-1.48417, 0.02637, -2.74862], [-1.73964, -1.50046, -3.59254], [-3.93629, -2.75736, -2.53871], [-4.97200, -2.88335, -0.02189], [-4.35956, -1.72233, 2.28911], [-3.44477, -0.22649, 2.08708], [-2.62769, -1.71657, 2.57229]], "forces_ev_per_angstrom": [[0.17, -0.01, -0.28], [0.01, 0.01, 0.00], [-0.02, -0.05, 0.07], [0.00, 0.00, -0.01], [-0.11, 0.02, -0.21], [0.02, -0.03, 0.01], [-0.01, -0.01, 0.00], [0.01, 0.01, 0.00], [-0.02, -0.02, -0.05], [0.00, 0.00, 0.01], [0.02, -0.02, -0.03], [0.00, 0.00, -0.01], [-0.02, 0.00, -0.01], [0.02, 0.00, 0.01], [0.01, 0.06, -0.08], [-0.06, 0.11, 0.28], [0.00, -0.13, 0.06], [0.01, 0.01, 0.02], [-0.02, 0.01, -0.01], [-0.04, 0.04, 0.00], [-0.01, -0.01, -0.02], [0.01, 0.00, 0.00], [0.00, -0.01, 0.00], [0.00, 0.02, 0.01], [-0.01, 0.00, 0.00], [0.01, 0.00, 0.00], [0.00, 0.00, 0.00], [0.00, 0.00, 0.00], [-0.01, 0.02, -0.01], [0.00, 0.00, 0.00], [0.01, 0.00, 0.00], [0.01, 0.00, 0.00], [0.01, 0.01, 0.02], [-0.01, 0.01, 0.02], [-0.03, 0.00, -0.01], [0.03, 0.01, 0.00], [0.01, 0.00, 0.00], [0.00, 0.00, 0.00], [0.01, 0.00, 0.00], [0.00, 0.00, -0.01], [0.00, 0.00, 0.00], [0.00, 0.00, 0.00], [0.00, 0.00, 0.00], [0.00, 0.00, 0.00], [0.02, -0.01, 0.00], [0.00, 0.01, -0.02], [0.02, -0.02, 0.01], [-0.02, -0.01, 0.00], [0.00, 0.00, 0.00], [0.00, 0.00, 0.00], [0.00, 0.00, 0.00], [0.00, 0.00, 0.00], [0.00, 0.00, 0.00], [0.00, 0.00, 0.00], [0.01, -0.01, 0.01], [0.00, 0.01, 0.00], [-0.02, 0.07, 0.07], [-0.02, 0.02, -0.10], [0.02, 0.02, 0.00], [-0.05, -0.09, 0.05], [0.00, -0.01, -0.02], [0.01, 0.00, 0.00], [-0.01, -0.02, 0.00], [0.02, -0.01, -0.01], [0.12, -0.06, -0.09], [0.09, -0.02, -0.01], [-0.01, 0.01, -0.01], [0.00, 0.00, 0.01], [-0.01, 0.01, 0.01], [-0.01, -0.02, 0.00], [0.00, 0.00, 0.00], [0.00, 0.01, 0.00], [0.04, -0.03, 0.00], [-0.15, 0.06, 0.01], [-0.01, -0.01, 0.00], [0.00, -0.01, 0.00], [0.02, 0.02, -0.02], [0.00, 0.01, 0.00], [0.00, 0.00, 0.00], [0.00, 0.00, 0.00], [0.00, 0.00, 0.00], [0.03, 0.04, -0.02], [0.01, -0.01, 0.00], [0.00, 0.00, 0.00], [0.00, 0.00, 0.00], [0.00, 0.00, 0.00], [0.00, 0.00, 0.00], [0.00, 0.00, 0.00], [0.04, -0.01, 0.00], [0.32, 0.06, 0.23], [-0.12, 0.01, 0.07], [-0.15, 0.07, -0.09], [0.09, -0.04, 0.06], [-0.08, -0.14, -0.20], [0.14, 0.16, -0.12], [0.06, 0.09, 0.22], [-0.24, -0.11, 0.05], [0.02, -0.04, -0.02], [-0.09, -0.09, 0.14], [-0.03, 0.05, 0.00], [-0.04, 0.00, -0.02], [0.03, -0.04, 0.01], [0.00, 0.02, -0.01], [0.00, 0.01, 0.01], [0.00, 0.00, 0.00], [0.01, 0.00, 0.00], [0.00, 0.00, -0.01]], "mulliken_spin": [0.857, 0.000, -0.007, 0.008, 0.050, -0.010, 0.002, 0.008, 0.007, -0.006, -0.003, 0.001, 0.003, 0.005, -0.003, -0.003, 0.024, -0.048, 0.014, 0.004, -0.001, 0.000, 0.006, -0.005, 0.000, 0.000, 0.000, 0.000, 0.003, 0.000, -0.002, 0.000, 0.000, 0.001, 0.000, 0.000, -0.001, -0.002, 0.001, 0.000, 0.000, 0.000, 0.000, 0.000, 0.000, 0.000, 0.000, -0.008, 0.000, 0.000, 0.000, 0.000, 0.000, 0.000, -0.002, 0.000, 0.005, 0.042, -0.028, -0.009, 0.000, 0.000, 0.008, -0.001, -0.005, -0.006, 0.000, -0.001, 0.000, 0.000, 0.000, -0.001, 0.000, -0.002, -0.001, 0.003, -0.001, 0.000, 0.000, 0.000, 0.000, 0.023, 0.000, 0.000, 0.000, 0.000, 0.000, 0.000, -0.001, 0.011, -0.002, 0.000, 0.023, 0.029, 0.012, 0.025, 0.025, -0.003, -0.018, -0.007, -0.006, 0.000, -0.001, -0.001, 0.000, -0.001, 0.000], "fmax_ev_per_a": 0.396, "total_charge": 0, "spin_multiplicity": 2, "e_above_lowest_kj_mol": 177.5}

---

(2)
{"formula": "C45H58N2O4P2S4Sr", "method": "wB97M-V/def2-TZVPD", "symbols": ["Sr", "C", "N", "C", "C", "N", "C", "C", "C", "C", "C", "C", "C", "S", "C", "C", "C", "C", "C", "C", "S", "H", "H", "H", "H", "H", "H", "H", "H", "H", "H", "H", "H", "H", "H", "H", "H", "H", "H", "C", "C", "C", "C", "C", "C", "C", "C", "C", "H", "H", "H", "H", "H", "H", "H", "H", "H", "H", "H", "H", "C", "C", "C", "C", "O", "P", "O", "O", "O", "C", "C", "C", "C", "H", "H", "H", "H", "H", "H", "H", "H", "H", "H", "H", "H", "H", "H", "H", "H", "H", "H", "S", "P", "S", "C", "C", "C", "C", "C", "C", "C", "C", "C", "C", "C", "C", "H", "H", "H", "H", "H", "H", "H", "H", "H", "H"], "xyz": [[-0.00618, 0.23874, -0.01156], [3.06234, 1.25430, -1.14178], [1.93467, 2.19027, -0.93791], [2.20130, 3.09659, 0.17501], [1.96105, 2.43861, 1.52220], [0.51972, 2.23806, 1.74416], [0.25790, 1.53436, 3.01336], [-0.24343, 3.47465, 1.71038], [0.17567, 4.54470, 2.49868], [-0.50163, 5.75248, 2.51694], [-1.63968, 5.88236, 1.72635], [-2.07495, 4.81970, 0.96005], [-1.40675, 3.57726, 0.92624], [-2.06895, 2.29574, -0.05088], [1.52396, 2.82883, -2.15649], [1.80074, 4.17291, -2.39705], [1.38604, 4.80537, -3.56240], [0.69530, 4.07489, -4.51613], [0.43666, 2.73107, -4.29632], [0.83597, 2.06843, -3.12941], [0.50084, 0.35373, -2.95461], [4.01353, 1.74722, -0.90994], [3.07558, 0.91128, -2.17194], [2.99580, 0.37588, -0.49779], [1.53024, 3.95096, 0.10356], [3.23371, 3.47662, 0.14120], [2.41021, 3.06734, 2.30516], [2.44963, 1.46230, 1.57674], [0.60489, 2.11818, 3.87931], [0.75488, 0.56104, 3.00788], [-0.81061, 1.35272, 3.11745], [1.06071, 4.42855, 3.11568], [-0.14880, 6.57125, 3.13348], [-2.18915, 6.81797, 1.71012], [-2.96267, 4.91761, 0.34664], [2.35181, 4.74724, -1.66292], [1.60274, 5.85637, -3.71314], [0.35204, 4.55043, -5.42902], [-0.10747, 2.15270, -5.03379], [-1.77694, -2.67163, -3.67759], [-0.73586, -3.10900, -2.67924], [-1.09654, -3.68089, -1.46316], [-0.13819, -4.01851, -0.50842], [-0.54626, -4.63843, 0.80223], [1.19819, -3.76127, -0.79046], [1.58902, -3.18040, -1.99535], [3.02630, -2.80693, -2.23668], [0.61070, -2.87445, -2.93828], [-1.81130, -1.58053, -3.71971], [-2.76644, -3.04551, -3.40732], [-1.53457, -3.02686, -4.68201], [-2.14800, -3.85101, -1.24144], [-1.40846, -4.12410, 1.23049], [0.26371, -4.57385, 1.52989], [-0.81145, -5.69203, 0.67022], [1.94971, -3.97409, -0.03768], [3.31807, -3.00236, -3.27118], [3.69984, -3.34066, -1.56523], [3.16776, -1.73850, -2.05141], [0.89431, -2.37576, -3.85937], [-4.89387, -3.11699, 1.39671], [-4.18619, -1.95562, 2.08506], [-4.95553, -1.52950, 3.33242], [-4.02513, -0.79038, 1.11623], [-2.90920, -2.50887, 2.46415], [-1.64926, -1.58976, 2.91769], [-2.03441, -0.63749, 3.99051], [-0.97648, -1.06599, 1.67942], [-0.72054, -2.79152, 3.44497], [-0.23808, -2.98418, 4.77988], [0.61514, -4.24368, 4.68571], [0.62499, -1.79587, 5.19468], [-1.40718, -3.18544, 5.73803], [-5.90286, -2.82368, 1.09504], [-4.95824, -3.97029, 2.07532], [-4.33185, -3.41846, 0.51065], [-5.95223, -1.17359, 3.05684], [-4.40933, -0.73937, 3.84650], [-5.05857, -2.38209, 4.01001], [-5.00848, -0.43816, 0.79535], [-3.46263, -1.10668, 0.23207], [-3.49595, 0.05220, 1.56453], [1.40558, -4.09311, 3.94635], [0.00142, -5.08980, 4.36456], [1.06704, -4.47655, 5.65382], [1.40774, -1.65074, 4.44535], [1.08753, -1.98082, 6.16851], [0.01537, -0.89075, 5.24881], [-2.03189, -4.01121, 5.38693], [-2.01340, -2.27822, 5.77695], [-1.03887, -3.42115, 6.74057], [5.55597, -1.03526, 0.22654], [4.37633, -1.38175, 1.77570], [2.39246, -1.47795, 1.57765], [4.80201, -0.20210, 3.12482], [6.14245, 0.11039, 3.35255], [6.49601, 0.96766, 4.38187], [5.51307, 1.53189, 5.19031], [4.17938, 1.22900, 4.96539], [3.82737, 0.35908, 3.93784], [4.85970, -2.96235, 2.58725], [5.77001, -3.82732, 1.99781], [6.09177, -5.03250, 2.61516], [5.51118, -5.37157, 3.82788], [4.60189, -4.50434, 4.42554], [4.27656, -3.30843, 3.80631], [6.89656, -0.31170, 2.69860], [7.53993, 1.20628, 4.55172], [5.78999, 2.21112, 5.98902], [3.40640, 1.66916, 5.58518], [2.78828, 0.11212, 3.75584], [6.21758, -3.54029, 1.05310], [6.79707, -5.70876, 2.14455], [5.75992, -6.31160, 4.30772], [4.13735, -4.76734, 5.36927], [3.55272, -2.63912, 4.25792]], "forces_ev_per_angstrom": [[0.38, 0.24, -0.24], [-0.02, 0.11, 0.00], [0.04, -0.06, 0.00], [-0.02, -0.06, 0.00], [-0.17, 0.14, -0.01], [-0.02, -0.03, 0.23], [0.00, 0.04, -0.11], [0.06, 0.01, 0.06], [0.00, -0.01, -0.01], [0.00, -0.01, -0.01], [0.01, -0.01, 0.00], [0.00, 0.00, 0.00], [-0.03, 0.04, 0.01], [-0.05, 0.02, -0.03], [0.04, 0.01, -0.04], [-0.01, -0.01, 0.01], [0.01, -0.01, 0.02], [0.00, -0.01, 0.01], [0.01, 0.02, -0.01], [0.00, -0.03, 0.02], [-0.08, -0.06, -0.03], [0.04, 0.04, -0.04], [-0.04, -0.04, 0.02], [-0.01, 0.01, 0.04], [-0.01, 0.01, -0.03], [0.02, 0.01, 0.00], [0.05, -0.08, 0.04], [0.02, -0.05, 0.01], [0.06, -0.01, -0.02], [0.02, 0.06, -0.01], [0.01, 0.01, 0.01], [-0.02, -0.01, -0.02], [-0.01, -0.01, -0.01], [0.00, -0.02, -0.01], [0.02, 0.00, 0.01], [-0.02, -0.02, -0.01], [0.00, 0.00, 0.00], [0.00, -0.02, 0.01], [0.01, 0.01, 0.02], [0.03, -0.03, 0.03], [-0.08, 0.02, 0.02], [-0.02, 0.03, -0.01], [-0.04, -0.03, 0.01], [0.01, 0.06, -0.01], [0.01, -0.02, -0.03], [-0.08, 0.03, -0.06], [-0.05, 0.01, 0.01], [0.10, -0.03, 0.11], [-0.01, 0.01, -0.01], [0.01, 0.01, 0.00], [-0.01, -0.01, 0.01], [0.04, 0.01, -0.02], [0.04, -0.03, -0.03], [-0.04, 0.01, -0.03], [0.01, -0.02, -0.02], [-0.02, 0.01, -0.02], [0.00, 0.00, 0.02], [-0.01, 0.02, -0.02], [0.01, -0.04, 0.00], [0.01, -0.04, 0.02], [-0.02, 0.03, -0.02], [0.01, -0.07, -0.11], [0.10, -0.03, 0.04], [0.06, 0.01, -0.05], [-0.10, 0.10, 0.07], [0.02, -0.12, -0.01], [0.02, 0.00, 0.00], [-0.21, -0.20, 0.05], [0.05, 0.00, 0.00], [0.01, 0.05, 0.07], [-0.02, -0.01, -0.07], [-0.03, 0.07, -0.03], [-0.07, 0.02, -0.02], [0.03, -0.02, 0.00], [0.00, 0.01, -0.01], [-0.02, -0.01, 0.01], [0.03, -0.01, -0.01], [-0.04, -0.01, 0.01], [0.00, 0.04, -0.01], [0.00, -0.01, 0.00], [-0.05, 0.03, 0.08], [-0.02, -0.04, -0.01], [-0.02, -0.01, 0.05], [0.03, 0.04, 0.03], [-0.01, 0.01, -0.02], [-0.01, 0.00, 0.02], [0.00, -0.01, -0.01], [0.05, -0.08, 0.01], [0.02, 0.02, 0.03], [0.04, -0.07, 0.00], [0.00, 0.00, -0.02], [0.00, -0.01, 0.02], [0.06, -0.02, -0.04], [-0.05, 0.07, 0.07], [0.05, -0.01, -0.02], [-0.04, 0.03, 0.02], [-0.03, 0.01, 0.02], [0.02, 0.00, 0.00], [-0.01, -0.01, -0.02], [-0.02, 0.02, 0.03], [-0.02, 0.00, 0.04], [0.01, -0.03, 0.03], [0.00, 0.00, -0.01], [-0.01, 0.00, 0.00], [-0.01, 0.01, 0.00], [0.03, -0.02, -0.04], [-0.01, 0.01, 0.01], [-0.01, 0.00, -0.01], [-0.01, -0.02, -0.02], [0.01, -0.01, -0.02], [0.02, 0.02, 0.01], [-0.01, -0.01, 0.01], [-0.02, 0.02, 0.00], [0.00, 0.02, -0.01], [0.01, 0.01, -0.02], [0.00, -0.02, 0.01]], "mulliken_charge": [0.729, -0.831, 1.379, -2.472, 0.521, 2.017, -1.171, -1.916, 0.147, -1.061, -0.429, -0.695, 1.068, -0.214, -0.416, -0.039, -0.873, -0.523, -0.730, 0.269, -0.430, 0.236, 0.535, -0.204, 0.880, 0.434, 0.283, -0.679, 0.391, 0.033, 0.209, 0.232, 0.367, 0.339, 0.405, 0.363, 0.351, 0.333, 0.373, -1.624, 1.202, -0.742, 0.956, -0.964, -0.485, 0.960, -1.343, -0.858, 0.266, 0.367, 0.377, 0.236, -0.111, -0.019, 0.488, 0.379, 0.475, 0.314, -0.070, 0.268, -1.775, 1.918, -1.794, -1.401, -0.449, -1.334, -1.096, 2.299, 0.385, 2.104, -1.563, -1.512, -2.019, 0.407, 0.396, 0.201, 0.483, 0.311, 0.334, 0.450, 0.140, 0.238, 0.068, 0.386, 0.394, 0.042, 0.592, 0.359, 0.360, 0.330, 0.449, -0.558, 1.035, -0.040, 0.202, -0.959, -0.676, -0.569, -0.955, 0.542, 0.381, -0.684, -0.533, -0.525, -0.473, -0.298, 0.387, 0.357, 0.364, 0.464, 0.017, 0.317, 0.373, 0.353, 0.364, 0.128], "fmax_ev_per_a": 0.508, "total_charge": -2, "e_above_lowest_kj_mol": 0.0}